A molecular structure, C19H28IN11O3Pt, computed with ωB97M-V/def2-TZVPD.

ORCA input file:
```
! wB97M-V def2-TZVPD RIJCOSX def2/J DEFGRID3
* xyz 4 5
Pt -0.21452 1.26288 0.06862
N -3.00277 2.19197 3.02168
N -3.01611 0.96086 3.68928
C -2.32732 -0.11094 3.27950
N -2.44223 -1.21537 3.99706
N -1.55950 0.05727 2.16350
N -0.89412 -0.99048 1.70561
O -0.90086 -2.11417 2.13722
O -0.17609 -0.73827 0.67189
H -2.75773 2.90583 3.69969
H -3.94561 2.38125 2.69502
H -3.62021 0.86064 4.49314
H -3.01661 -1.24327 4.82528
H -1.96553 -2.04983 3.69223
O 1.55036 1.88011 1.19154
C 2.72369 1.39777 1.11310
C 3.60064 1.66314 2.22557
C 4.84768 1.12754 2.28476
C 5.29697 0.30813 1.22915
C 4.49374 0.07100 0.11272
C 3.22738 0.60979 -0.00594
C 2.47599 0.43256 -1.24530
N 1.18724 0.67347 -1.47552
C 0.92090 0.34395 -2.77804
C 2.07184 -0.09190 -3.36164
N 3.02854 -0.02759 -2.39260
H 3.19989 2.27389 3.02320
H 5.48965 1.31164 3.13529
H 6.28100 -0.13887 1.27789
H 4.89446 -0.56436 -0.66545
H -0.06429 0.41319 -3.20604
H 2.27672 -0.43346 -4.36154
H 3.99958 -0.25791 -2.53550
C -2.01907 4.92524 -1.75718
C -1.78093 3.45760 -1.34013
N -0.56330 3.33912 -0.49323
C 0.59755 3.89314 -1.23995
C 0.38709 5.39133 -1.54513
N -0.98559 5.77025 -1.07288
C -1.08264 5.60434 0.41526
C -0.75829 4.13255 0.75145
H -2.99861 5.28758 -1.45287
H -1.91037 5.07750 -2.82903
H -1.64876 2.83032 -2.21946
H -2.62642 3.07348 -0.77215
H 0.71179 3.31880 -2.15707
H 1.48752 3.74744 -0.63227
H 0.44152 5.60812 -2.60990
H 1.09923 6.02784 -1.02400
H -1.15502 6.75057 -1.30696
H -2.09104 5.88902 0.70852
H -0.37884 6.29745 0.87119
H -1.56507 3.67224 1.32063
H 0.15468 4.05483 1.33887
I -3.11924 -13.83073 -3.87904
C -2.15008 -12.74941 -2.53134
C -1.41524 -13.24505 -1.42327
N -0.94606 -12.18577 -0.81285
N -1.29398 -10.99111 -1.40856
C -2.01177 -11.31843 -2.43887
H -1.23649 -14.25657 -1.09271
H -0.38424 -12.15119 0.02677
H -2.42107 -10.57095 -3.09921
*
```

Properties
- DFT total energy: -1984.31400 Eh
- Expectation value of S²: 6.048
- Gap between HOMO and LUMO (alpha / beta): 8.434 / 6.304 eV
- LUMO level (alpha / beta): -8.98 / -11.66 eV
- HOMO energy (alpha / beta): -17.4 / -18.0 eV